(1)
{"formula": "C5H6O2", "method": "ωB97M-V/def2-TZVPD", "energy_ha": -344.52763, "homo_ev": -9.64, "orbital_gap_ev": 10.51, "smiles": "O=C1CO[C@H]2C[C@@H]12", "symbols": ["O", "C", "C", "O", "C", "C", "C", "H", "H", "H", "H", "H", "H"], "xyz": [[1.08143, -1.91452, 1.11154], [0.37655, -1.08323, 0.58967], [-0.91381, -0.52224, 1.17501], [-1.40044, 0.43089, 0.24591], [-0.59264, 0.50843, -0.90075], [0.69622, 1.16741, -0.69460], [0.61026, -0.38444, -0.69381], [-0.66072, -0.05533, 2.13609], [-1.68522, -1.28132, 1.35414], [-1.18316, 0.62024, -1.80246], [0.97063, 1.67286, 0.21725], [1.19524, 1.51137, -1.60382], [1.50115, -0.56925, -1.24651]], "forces_ev_per_angstrom": [[-0.304, 0.156, -0.213], [0.349, 0.157, 0.267], [0.112, -0.108, 0.131], [-0.265, -0.075, -0.095], [-0.070, 0.184, -0.184], [0.011, 0.477, 0.263], [0.615, 0.625, 0.603], [-0.132, 0.026, -0.138], [0.268, -0.005, -0.060], [0.171, -0.124, -0.025], [-0.366, 0.274, 0.111], [-0.035, -0.061, 0.432], [-0.353, -1.526, -1.091]], "lowdin_charge": [0.09, -0.36, -0.09, -0.07, -0.26, -0.03, -0.09, 0.14, 0.14, 0.15, 0.12, 0.12, 0.14]}



(2)
{"formula": "C5H6O2", "method": "ωB97M-V/def2-TZVPD", "energy_ha": -344.52818, "homo_ev": -10.31, "orbital_gap_ev": 11.27, "smiles": "C#C[C@@H](C)OC=O", "symbols": ["C", "C", "C", "C", "O", "C", "O", "H", "H", "H", "H", "H", "H"], "xyz": [[-1.00116, 2.16824, -0.59799], [-0.66176, 1.06886, -0.24637], [-0.03862, -0.12019, 0.34499], [-1.03168, -1.09972, 0.97937], [0.69678, -0.86712, -0.65400], [1.89621, -0.33610, -0.92477], [2.32447, 0.68956, -0.46184], [-1.30491, 3.13231, -0.93805], [0.76231, 0.32400, 0.96389], [-1.72023, -0.59212, 1.66273], [-0.52234, -1.89406, 1.53403], [-1.63330, -1.56943, 0.19064], [2.45211, -0.98144, -1.61453]], "forces_ev_per_angstrom": [[-0.030, -0.501, -0.007], [-0.102, 0.658, -0.110], [0.056, 0.136, 0.044], [0.082, 0.088, 0.046], [0.103, 0.026, -0.122], [0.322, 0.353, 0.090], [-0.088, -0.511, -0.270], [-0.020, -0.136, 0.034], [-0.693, -0.542, 0.513], [0.230, 0.046, -0.147], [0.053, 0.200, -0.145], [0.183, 0.181, 0.128], [-0.097, 0.001, -0.053]], "lowdin_charge": [0.14, -0.08, -0.37, -0.02, -0.01, -0.33, 0.07, 0.03, 0.15, 0.09, 0.08, 0.09, 0.15]}



(3)
{"formula": "C5H6O2", "method": "ωB97M-V/def2-TZVPD", "energy_ha": -344.40730, "homo_ev": [-8.25, -8.07], "orbital_gap_ev": [7.89, 7.34], "symbols": ["C", "C", "C", "C", "C", "O", "O", "H", "H", "H", "H", "H", "H"], "xyz": [[-2.31390, 0.15935, -0.25692], [-0.98854, 0.37610, 0.20124], [0.02480, 1.03018, -0.51107], [1.09064, 0.09763, -0.29420], [1.68850, -1.06288, 0.29874], [-3.25185, -0.38643, 0.29423], [1.14055, 1.23309, 0.34412], [-2.56695, 0.74491, -1.22281], [-0.59654, 0.16187, 1.23858], [-0.10654, 1.70637, -1.32837], [1.63753, -1.23377, 1.34284], [2.78237, -0.77794, 0.04424], [1.45994, -2.04848, -0.15061]], "forces_ev_per_angstrom": [[-1.351, 1.497, -1.126], [0.233, -0.202, 2.626], [-1.875, -0.059, -1.449], [0.694, -0.364, -0.441], [2.532, -1.587, -1.985], [0.501, -0.410, 0.268], [1.241, 1.640, 1.601], [0.564, -0.774, 0.640], [-1.260, -0.173, -1.117], [0.159, 0.032, -0.609], [-0.326, 0.604, 1.250], [-1.197, -1.018, 0.591], [0.087, 0.815, -0.248]], "lowdin_charge": [-0.33, -0.03, -0.26, -0.23, -0.02, 0.01, 0.11, 0.13, 0.15, 0.15, 0.08, 0.14, 0.10]}



(4)
{"formula": "C5H6O2", "method": "ωB97M-V/def2-TZVPD", "energy_ha": -344.40433, "homo_ev": [-8.14, -8.14], "orbital_gap_ev": [8.22, 8.22], "symbols": ["C", "C", "O", "C", "O", "C", "C", "H", "H", "H", "H", "H", "H"], "xyz": [[-1.40351, -0.93589, 0.00409], [-0.42223, 0.01037, 0.61380], [1.23617, -1.13960, 0.39124], [2.03321, -0.53587, -0.31135], [3.09729, -0.57201, -0.85160], [0.18442, 1.09007, -0.10741], [-0.57533, 2.08812, -0.10227], [-1.25980, -1.02254, -1.07747], [-2.41238, -0.56540, 0.20292], [-1.29937, -1.92432, 0.46705], [-0.36202, 0.03897, 1.69976], [1.35290, 0.72719, -0.55219], [-1.01067, 3.05513, -0.25754]], "forces_ev_per_angstrom": [[-0.016, 0.108, -0.025], [0.001, -0.125, 0.034], [0.461, 0.057, -0.264], [0.249, -0.401, 0.102], [-0.549, 0.114, 0.222], [-0.217, 0.265, -0.012], [0.220, -0.284, -0.001], [-0.006, 0.055, 0.208], [0.006, -0.143, -0.045], [-0.009, 0.244, -0.050], [-0.051, 0.063, -0.174], [-0.181, 0.191, 0.003], [0.092, -0.143, 0.002]], "lowdin_charge": [-0.06, -0.13, 0.05, -0.48, 0.11, -0.27, 0.19, 0.09, 0.09, 0.09, 0.14, 0.13, 0.05]}



(5)
{"formula": "C5H6O2", "method": "ωB97M-V/def2-TZVPD", "energy_ha": -344.55557, "homo_ev": -9.76, "orbital_gap_ev": 9.92, "smiles": "C=C1COCC1=O", "symbols": ["C", "C", "C", "O", "C", "C", "O", "H", "H", "H", "H", "H", "H"], "xyz": [[0.14054, 1.96058, 0.44861], [0.17641, 0.65201, 0.23255], [1.13340, -0.17122, -0.57604], [0.32368, -1.18264, -1.17476], [-0.76213, -1.48242, -0.31647], [-0.85876, -0.32890, 0.67740], [-1.60176, -0.25357, 1.62676], [-0.68083, 2.40272, 1.00559], [0.90972, 2.62339, 0.05903], [1.64657, 0.37085, -1.37360], [1.88446, -0.61500, 0.09792], [-1.68823, -1.53151, -0.90195], [-0.62308, -2.44428, 0.19496]], "forces_ev_per_angstrom": [[-0.010, -0.150, -0.026], [0.060, 0.223, 0.061], [0.182, 0.179, 0.041], [0.044, -0.049, -0.073], [-0.188, -0.094, 0.144], [-0.349, 0.017, 0.205], [0.235, 0.024, -0.468], [0.145, -0.086, 0.027], [-0.140, -0.087, 0.043], [-0.090, -0.050, 0.125], [-0.033, -0.045, -0.190], [0.129, -0.039, 0.087], [0.015, 0.157, 0.023]], "lowdin_charge": [0.11, -0.21, -0.15, -0.12, -0.11, -0.34, 0.11, 0.08, 0.08, 0.13, 0.13, 0.14, 0.14]}



(6)
{"formula": "C5H6O2", "method": "ωB97M-V/def2-TZVPD", "energy_ha": -344.43746, "homo_ev": -9.53, "orbital_gap_ev": 9.98, "symbols": ["O", "C", "C", "C", "O", "C", "C", "H", "H", "H", "H", "H", "H"], "xyz": [[-2.35983, -0.35309, -0.08669], [-1.07092, -0.81767, 0.20817], [0.06293, 0.12684, -0.29195], [-0.07403, 1.50409, 0.30924], [-1.04498, 1.87387, 0.94147], [1.40220, -0.37657, -0.28490], [2.50512, -0.76773, -0.59205], [-2.44706, 0.49054, 0.38500], [-0.95854, -0.95800, 1.30322], [-0.95514, -1.80317, -0.24368], [0.66283, 0.04098, -1.44747], [0.79954, 2.16696, 0.18996], [3.47788, -1.12703, -0.39032]], "forces_ev_per_angstrom": [[0.063, 0.216, -0.042], [0.447, -0.184, -0.314], [0.353, -0.133, -1.131], [-0.105, 0.168, -0.162], [0.655, -0.450, -0.508], [1.275, -0.663, 1.207], [0.122, -0.099, 0.789], [-0.071, -0.151, -0.131], [0.232, 0.219, -0.412], [-0.011, 0.071, -0.067], [-3.361, 1.129, 1.110], [-0.012, 0.033, -0.077], [0.413, -0.155, -0.264]], "lowdin_charge": [-0.06, -0.22, -0.23, -0.19, 0.05, -0.21, 0.13, 0.07, 0.14, 0.12, 0.23, 0.13, 0.03]}



Relative energy (zero: lowest compared OMol25 entry of this formula, charge and spin), respectively: 46.6, 46.3, 122.1, 124.0, 29.1, 103.2 kcal per mole.